Record 1
Below is a gas-phase ion, C3H6BrN2O2 (charge +1) in a non-equilibrium geometry, with properties calculated with ωB97M-V with the def2-TZVPD basis set.

Values from the calculation:
SMILES: [NH3+]C(=O)OC/C=N/Br
Total charge: +1
Lowest unoccupied orbital energy in eV: -4.14
Highest occupied orbital energy in eV: -14.04
HOMO-LUMO gap in eV: 9.90

Last column: natural (NBO) charge in e.
CARTESIAN COORDINATES (ANGSTROEM)
N  -0.7867  1.2590  -0.3642  -0.8310
C  -1.6872  -0.1276  -0.2666  0.9607
O  -2.7508  -0.0799  -0.7515  -0.4349
O  -1.0064  -0.9877  0.3255  -0.4547
C  0.2239  -0.8479  1.1096  -0.1076
C  1.3070  -0.9467  0.0682  0.0537
N  1.9811  0.0760  -0.2187  -0.4914
Br  2.8396  0.3821  -1.8514  0.2753
H  -0.0292  1.2383  0.2967  0.4358
H  -1.3908  2.0276  -0.0271  0.4532
H  -0.4250  1.4329  -1.3050  0.4621
H  0.2721  -1.7126  1.7583  0.2643
H  0.1605  0.1928  1.6726  0.2073
H  1.2919  -1.9064  -0.4464  0.2073

=====

Record 2
Below is 2 unconnected molecules or ions with the total composition C3H6BrN2S in a non-equilibrium geometry, with properties calculated with ωB97M-V with the def2-TZVPD basis set.

Values from the calculation:
Total charge: +1
Lowest unoccupied orbital energy in eV: -5.07
Highest occupied orbital energy in eV: -14.19
HOMO-LUMO gap in eV: 9.12

Last column: natural (NBO) charge in e.
CARTESIAN COORDINATES (ANGSTROEM)
C  -0.6755  1.3964  -0.4819  0.2430
C  -1.0083  1.1869  0.9965  -0.6624
C  -0.5390  -0.8429  -0.4113  0.3203
N  -0.4500  0.3349  -1.1423  -0.4500
N  -0.2727  -1.9922  -0.9808  -0.7007
S  -0.9653  -0.5572  1.2276  0.4698
Br  3.2119  0.3228  0.2470  -0.2074
H  -0.5878  2.3790  -1.0561  0.2649
H  -0.1782  1.4782  1.6339  0.2954
H  -1.8366  1.7380  1.4212  0.3008
H  3.6765  -0.5524  1.2165  0.2103
H  -0.2068  -1.9029  -2.0273  0.4474
H  -0.1682  -2.9885  -0.6429  0.4688

=====

Energy above the lowest of the compared OMol25 structures with the same formula, charge and spin list, top to bottom, in kcal/mol: 20.2 9.8